The following is a DFT calculation (ωB97M-V/def2-TZVPD) of a 10-piece molecular cluster, C32H90N6O10 overall.

## Properties
ΔE to the lowest compared entry with this formula, charge and spin = 671.0 kJ/mol
HOMO energy = -0.3354 hartree
frontier orbital gap = 9.30 eV
multiplicity = 1
LUMO level = 0.2 eV
largest force on an atom = 0.0600 Eh/bohr
SMILES string = COC[C@H](C)N.COC[C@H](C)N.COC[C@H](C)N.COC[C@H](C)N.COC[C@H](C)N.COC[C@H](C)N.CCO.CCO.CCO.CCO

Each atom is followed by the atoms it is bonded to, with distances in Å.
CARTESIAN COORDINATES (ANGSTROEM)
1 O -6.12 1.23 -3.60  C25 1.410, C41 1.408
2 O 4.27 -6.24 -0.30  C28 1.481, C43 1.420
3 O -1.88 -2.26 -4.77  C32 1.390, H61 0.960
4 O -0.79 7.65 7.05  C22 1.427, C44 1.441
5 O 1.67 6.52 -4.09  C38 1.413, C39 1.384
6 O -6.27 -3.08 1.55  C19 1.467, C33 1.444
7 O 5.43 -0.34 -6.32  C23 1.462, H130 0.960
8 O 0.33 0.15 -1.81  C36 1.433, H63 0.960
9 O -2.09 -1.77 7.55  C37 1.440, H64 0.960
10 O 5.79 0.08 2.71  C18 1.463, C46 1.448
11 N 7.39 -8.03 0.41  C29 1.417, H89 1.010, H106 1.010
12 N 6.18 3.05 0.43  C47 1.468, H98 1.010, H118 1.010
13 N -0.14 6.12 3.70  C40 1.435, H94 1.010, H114 1.010
14 N 3.19 3.22 -4.06  C21 1.409, H73 1.010, H101 1.010
15 N -5.38 -2.20 -2.93  C35 1.493, H67 1.010, H95 1.010
16 N -8.46 -2.88 3.44  C27 1.439, H53 1.010, H54 1.010
17 C -1.48 -4.25 -5.94  C32 1.534, H69 1.090, H74 1.090, H78 1.090
18 C 6.34 0.86 1.60  O10 1.463, C47 1.514, H83 1.090, H126 1.090
19 C -6.22 -4.55 1.52  O6 1.467, H60 1.090, H102 1.090, H112 1.090
20 C -0.88 5.02 5.68  C40 1.455, H99 1.090, H103 1.090, H128 1.090
21 C 2.53 4.34 -4.61  N14 1.409, C26 1.557, C39 1.528, H108 1.090
22 C -0.09 7.37 5.84  O4 1.427, C40 1.497, H57 1.090, H138 1.090
23 C 4.62 -1.28 -7.09  O7 1.462, C48 1.557, H62 1.090, H86 1.090
24 C 4.48 2.60 2.07  C47 1.526, H49 1.090, H50 1.090, H111 1.090
25 C -6.19 0.11 -2.75  O1 1.410, C35 1.575, H68 1.090, H129 1.090
26 C 1.71 3.87 -5.84  C21 1.557, H75 1.090, H113 1.090, H137 1.090
27 C -7.39 -1.92 3.29  N16 1.439, C33 1.595, C45 1.569, H92 1.090
28 C 3.79 -4.97 -0.88  O2 1.481, H59 1.090, H77 1.090, H127 1.090
29 C 6.02 -7.65 0.44  N11 1.417, C34 1.515, C43 1.476, H80 1.090
30 C -1.17 0.79 0.07  C36 1.537, H85 1.090, H120 1.090, H123 1.090
31 C 0.05 -1.75 6.46  C37 1.552, H76 1.090, H97 1.090, H124 1.090
32 C -1.79 -2.75 -6.06  O3 1.390, C17 1.534, H84 1.090, H125 1.090
33 C -6.00 -2.58 2.88  O6 1.444, C27 1.595, H70 1.090, H109 1.090
34 C 5.86 -7.33 1.91  C29 1.515, H71 1.090, H117 1.090, H133 1.090
35 C -6.37 -1.25 -3.53  N15 1.493, C25 1.575, C42 1.512, H58 1.090
36 C -0.31 -0.29 -0.61  O8 1.433, C30 1.537, H88 1.090, H136 1.090
37 C -1.28 -0.98 6.66  O9 1.440, C31 1.552, H55 1.090, H66 1.090
38 C 1.16 7.50 -3.20  O5 1.413, H93 1.090, H96 1.090, H122 1.090
39 C 1.85 5.24 -3.59  O5 1.384, C21 1.528, H91 1.090, H135 1.090
40 C -0.72 6.30 5.00  N13 1.435, C20 1.455, C22 1.497, H134 1.090
41 C -4.92 1.53 -4.30  O1 1.408, H56 1.090, H79 1.090, H116 1.090
42 C -7.74 -1.87 -3.42  C35 1.512, H51 1.090, H82 1.090, H90 1.090
43 C 5.66 -6.52 -0.43  O2 1.420, C29 1.476, H81 1.090, H100 1.090
44 C -1.67 8.77 6.89  O4 1.441, H72 1.090, H87 1.090, H105 1.090
45 C -7.40 -1.16 4.67  C27 1.569, H65 1.090, H107 1.090, H132 1.090
46 C 6.27 -1.28 2.80  O10 1.448, H52 1.090, H110 1.090, H121 1.090
47 C 5.93 2.31 1.67  N12 1.468, C18 1.514, C24 1.526, H119 1.090
48 C 3.73 -2.09 -6.11  C23 1.557, H104 1.090, H115 1.090, H131 1.090
49 H 4.06 1.74 2.60  C24 1.090
50 H 3.90 3.09 1.28  C24 1.090
51 H -7.93 -2.56 -4.25  C42 1.090
52 H 5.40 -1.87 3.08  C46 1.090
53 H -9.41 -2.62 3.22  N16 1.010
54 H -8.36 -3.66 2.82  N16 1.010
55 H -1.79 -0.66 5.75  C37 1.090
56 H -4.68 0.64 -4.88  C41 1.090
57 H 0.90 6.97 6.10  C22 1.090
58 H -6.07 -1.23 -4.58  C35 1.090
59 H 4.23 -4.79 -1.86  C28 1.090
60 H -6.92 -4.87 0.74  C19 1.090
61 H -2.75 -2.42 -4.39  O3 0.960
62 H 4.08 -0.84 -7.93  C23 1.090
63 H -0.15 -0.16 -2.58  O8 0.960
64 H -1.60 -1.73 8.37  O9 0.960
65 H -6.64 -0.38 4.57  C45 1.090
66 H -1.02 -0.01 7.08  C37 1.090
67 H -5.58 -2.19 -1.94  N15 1.010
68 H -5.41 0.19 -2.00  C25 1.090
69 H -0.57 -4.59 -5.44  C17 1.090
70 H -5.75 -3.35 3.61  C33 1.090
71 H 6.35 -8.08 2.54  C34 1.090
72 H -2.00 8.93 7.92  C44 1.090
73 H 2.56 2.62 -3.55  N14 1.010
74 H -1.43 -4.62 -6.96  C17 1.090
75 H 1.10 2.98 -5.67  C26 1.090
76 H -0.09 -2.70 5.95  C31 1.090
77 H 4.24 -4.01 -0.61  C28 1.090
78 H -2.31 -4.74 -5.42  C17 1.090
79 H -4.14 1.86 -3.62  C41 1.090
80 H 5.41 -8.52 0.17  C29 1.090
81 H 6.18 -5.59 -0.17  C43 1.090
82 H -7.79 -2.51 -2.54  C42 1.090
83 H 6.10 0.26 0.72  C18 1.090
84 H -0.92 -2.32 -6.56  C32 1.090
85 H -0.60 1.63 0.48  C30 1.090
86 H 5.17 -2.00 -7.70  C23 1.090
87 H -2.42 8.57 6.12  C44 1.090
88 H 0.48 -0.60 0.09  C36 1.090
89 H 7.96 -7.20 0.52  N11 1.010
90 H -8.56 -1.21 -3.14  C42 1.090
91 H 0.88 4.79 -3.35  C39 1.090
92 H -7.65 -1.12 2.60  C27 1.090
93 H 1.44 8.54 -3.38  C38 1.090
94 H 0.74 5.66 3.92  N13 1.010
95 H -5.62 -3.09 -3.34  N15 1.010
96 H 0.09 7.54 -3.41  C38 1.090
97 H 0.61 -1.78 7.40  C31 1.090
98 H 6.35 4.00 0.72  N12 1.010
99 H -1.31 4.19 5.12  C20 1.090
100 H 5.90 -6.75 -1.46  C43 1.090
101 H 3.80 3.63 -3.36  N14 1.010
102 H -5.25 -4.87 1.13  C19 1.090
103 H -1.59 5.07 6.50  C20 1.090
104 H 3.17 -1.60 -5.31  C48 1.090
105 H -1.24 9.77 6.79  C44 1.090
106 H 7.66 -8.20 -0.54  N11 1.010
107 H -8.36 -0.76 4.99  C45 1.090
108 H 3.27 5.04 -5.01  C21 1.090
109 H -5.19 -1.86 2.94  C33 1.090
110 H 7.10 -1.37 3.51  C46 1.090
111 H 4.57 3.28 2.91  C24 1.090
112 H -6.53 -4.96 2.48  C19 1.090
113 H 1.17 4.68 -6.33  C26 1.090
114 H -0.59 5.30 3.33  N13 1.010
115 H 4.39 -2.77 -5.57  C48 1.090
116 H -5.20 2.28 -5.03  C41 1.090
117 H 6.22 -6.39 2.32  C34 1.090
118 H 7.01 2.74 -0.06  N12 1.010
119 H 6.60 2.62 2.47  C47 1.090
120 H -1.84 0.55 0.89  C30 1.090
121 H 6.73 -1.74 1.93  C46 1.090
122 H 1.14 7.23 -2.15  C38 1.090
123 H -1.94 1.19 -0.58  C30 1.090
124 H 0.57 -1.14 5.72  C31 1.090
125 H -2.75 -2.41 -6.44  C32 1.090
126 H 7.41 0.68 1.66  C18 1.090
127 H 2.71 -4.82 -0.98  C28 1.090
128 H 0.05 4.70 6.15  C20 1.090
129 H -7.07 0.43 -2.20  C25 1.090
130 H 4.89 0.34 -5.91  O7 0.960
131 H 2.99 -2.81 -6.46  C48 1.090
132 H -7.16 -1.85 5.49  C45 1.090
133 H 4.78 -7.34 2.07  C34 1.090
134 H -1.69 6.70 4.72  C40 1.090
135 H 2.45 5.33 -2.68  C39 1.090
136 H -0.84 -1.22 -0.83  C36 1.090
137 H 2.39 3.46 -6.59  C26 1.090
138 H 0.06 8.27 5.24  C22 1.090